{"formula": "C27H26N4O9", "method": "ωB97M-V/def2-TZVPD", "species": ["O", "N", "O", "C", "C", "C", "C", "C", "C", "H", "H", "H", "H", "H", "O", "N", "O", "C", "C", "C", "C", "C", "C", "H", "H", "H", "H", "H", "O", "N", "O", "C", "C", "C", "C", "C", "C", "H", "H", "H", "H", "H", "O", "N", "O", "C", "C", "C", "C", "C", "C", "H", "H", "H", "H", "H", "C", "C", "C", "O", "H", "H", "H", "H", "H", "H"], "positions_angstrom": [[1.108, -5.896, -1.910], [1.157, -4.708, -1.640], [0.739, -4.302, -0.648], [1.730, -3.732, -2.645], [2.396, -4.290, -3.813], [3.019, -3.414, -4.734], [2.866, -2.064, -4.587], [2.175, -1.556, -3.501], [1.710, -2.372, -2.465], [2.376, -5.351, -4.012], [3.464, -3.812, -5.635], [3.285, -1.435, -5.358], [2.154, -0.487, -3.352], [1.301, -2.126, -1.497], [-1.772, 5.973, 0.399], [-2.795, 6.075, -0.203], [-3.817, 6.360, 0.417], [-2.865, 5.912, -1.676], [-1.969, 5.090, -2.293], [-1.982, 4.982, -3.652], [-2.954, 5.615, -4.406], [-3.969, 6.276, -3.783], [-3.924, 6.453, -2.359], [-1.283, 4.467, -1.737], [-1.171, 4.471, -4.149], [-2.845, 5.737, -5.474], [-4.771, 6.757, -4.324], [-4.700, 7.072, -1.936], [0.112, -0.388, -0.353], [-0.103, 0.841, -0.210], [-0.203, 1.544, -1.234], [-0.430, 1.420, 1.130], [-0.441, 0.543, 2.241], [-0.842, 1.132, 3.455], [-1.069, 2.493, 3.578], [-0.881, 3.369, 2.481], [-0.534, 2.839, 1.282], [-0.221, -0.514, 2.271], [-0.691, 0.474, 4.298], [-1.221, 2.975, 4.533], [-1.074, 4.431, 2.448], [-0.385, 3.550, 0.483], [0.149, -2.378, 3.710], [-0.955, -2.750, 4.223], [-1.602, -2.019, 5.020], [-1.579, -4.018, 3.723], [-0.827, -4.707, 2.775], [-1.391, -5.770, 2.148], [-2.572, -6.271, 2.664], [-3.266, -5.722, 3.706], [-2.746, -4.527, 4.240], [0.146, -4.308, 2.531], [-0.936, -6.336, 1.350], [-2.986, -7.136, 2.165], [-4.181, -6.168, 4.066], [-3.223, -3.932, 5.005], [4.072, -0.129, 1.681], [3.965, 0.676, 0.442], [5.267, 1.229, -0.019], [2.867, 0.895, -0.121], [5.072, -0.553, 1.770], [3.320, -0.915, 1.615], [3.821, 0.455, 2.567], [5.650, 0.671, -0.874], [6.075, 1.116, 0.703], [5.181, 2.192, -0.522]], "forces_ev_per_a": [[0.6, -0.3, -1.1], [1.3, -1.5, -4.0], [-1.7, 2.9, 4.6], [1.9, -2.1, -2.8], [-0.6, 1.2, 0.8], [-1.3, -1.9, 0.8], [-0.2, 0.5, 0.1], [0.6, 0.7, 1.0], [-0.5, -0.9, 0.3], [0.1, 0.0, 0.3], [0.2, -0.1, 0.1], [-0.1, 0.4, 0.1], [-0.2, 0.1, 0.0], [-0.1, 1.1, -0.2], [2.5, -0.7, -0.3], [-2.2, 0.9, 1.1], [-0.5, -0.1, -1.3], [-1.0, -0.1, 1.0], [1.0, -0.9, 0.4], [0.5, 0.0, -0.9], [0.4, 0.4, -0.6], [-0.4, 0.8, 2.3], [-0.6, 0.3, -2.1], [0.3, 0.3, 0.2], [-0.1, -0.3, 0.0], [-0.1, -0.6, -0.2], [0.0, 0.0, -0.1], [0.2, -0.2, 0.5], [-0.3, 2.3, 1.5], [-0.5, -1.5, -2.7], [0.3, -0.1, 2.2], [1.3, -0.3, 0.3], [-1.1, 1.9, -0.5], [1.3, -0.2, -0.3], [0.5, 1.0, -0.4], [-0.7, -0.9, 0.8], [0.0, -1.8, -1.4], [0.1, 0.1, -0.7], [-0.7, 0.2, 0.4], [-0.3, -0.3, 0.2], [0.1, 0.1, 0.8], [0.0, -0.5, -0.4], [-2.9, -1.2, 1.6], [0.4, 2.6, 0.0], [1.5, -2.2, -1.8], [1.4, -0.1, 0.2], [0.6, 1.4, -0.2], [-0.1, -1.1, 0.3], [-0.7, -1.0, -0.9], [0.5, 1.3, 0.6], [-0.6, 0.3, 0.2], [-0.1, -0.1, -0.3], [0.3, 0.3, -0.1], [-0.1, -0.2, 0.1], [0.0, 0.1, 0.1], [-0.3, -0.2, 0.1], [-0.6, -1.0, 0.1], [-2.6, 1.1, -1.1], [0.6, 0.1, -1.4], [3.0, -0.5, 1.3], [-0.1, 0.0, 0.2], [0.1, -0.1, 0.2], [0.2, 0.2, 0.0], [-0.2, -0.7, -0.1], [-0.3, 0.6, 0.2], [-0.1, 0.4, 0.7]], "total_charge": 0, "homo_energy_ev": -9.58, "e_above_lowest_kcal_mol": 1.7, "multiplicity": 1, "total_energy_ev": -52795.5397, "homo_lumo_gap_ev": 8.77, "lumo_ev": -0.81, "smiles": "O=[N+]([O-])c1ccccc1.O=[N+]([O-])c1ccccc1.O=[N+]([O-])c1ccccc1.O=[N+]([O-])c1ccccc1.CC(C)=O"}

{"formula": "C28H30N2O6", "method": "ωB97M-V/def2-TZVPD", "species": ["C", "O", "C", "C", "C", "C", "C", "C", "O", "N", "C", "C", "C", "C", "C", "N", "C", "O", "C", "C", "C", "C", "O", "C", "C", "C", "C", "C", "C", "C", "C", "O", "C", "C", "O", "C", "H", "H", "H", "H", "H", "H", "H", "H", "H", "H", "H", "H", "H", "H", "H", "H", "H", "H", "H", "H", "H", "H", "H", "H", "H", "H", "H", "H", "H", "H"], "positions_angstrom": [[6.089, 1.742, 0.635], [5.011, 1.483, -0.229], [3.879, 0.940, 0.297], [3.698, 0.595, 1.625], [2.506, 0.028, 2.056], [1.475, -0.199, 1.165], [0.173, -0.781, 1.661], [-0.686, 0.452, 2.038], [-0.842, 0.775, 3.198], [-1.156, 1.123, 0.983], [-1.931, 2.338, 1.101], [-1.250, 3.488, 0.328], [-2.211, 3.876, -0.802], [-3.091, 2.642, -0.990], [-3.310, 2.169, 0.444], [-0.525, -1.593, 0.676], [0.089, -2.378, -0.251], [-0.498, -2.781, -1.251], [1.483, -2.770, -0.019], [2.417, -3.149, -0.952], [3.579, -3.482, -0.229], [3.264, -3.302, 1.085], [2.005, -2.877, 1.222], [-1.941, -1.594, 0.699], [-2.610, -1.805, 1.897], [-3.991, -1.884, 1.912], [-4.709, -1.789, 0.731], [-4.047, -1.588, -0.466], [-2.662, -1.470, -0.494], [-1.936, -1.092, -1.740], [-2.382, -1.743, -3.017], [-1.159, -0.150, -1.723], [1.638, 0.168, -0.170], [2.824, 0.719, -0.618], [3.066, 1.077, -1.906], [2.058, 0.840, -2.861], [6.867, 2.178, 0.010], [5.815, 2.455, 1.420], [6.467, 0.823, 1.095], [4.484, 0.758, 2.344], [2.389, -0.235, 3.096], [0.356, -1.347, 2.583], [-1.013, 0.773, 0.040], [-2.009, 2.543, 2.171], [-0.302, 3.131, -0.077], [-1.034, 4.332, 0.980], [-2.829, 4.721, -0.495], [-1.683, 4.155, -1.713], [-2.553, 1.882, -1.557], [-4.023, 2.866, -1.506], [-3.661, 1.140, 0.510], [-4.033, 2.816, 0.941], [2.274, -3.172, -2.012], [4.515, -3.813, -0.629], [3.832, -3.446, 1.983], [-2.053, -1.900, 2.816], [-4.505, -2.032, 2.849], [-5.786, -1.865, 0.744], [-4.608, -1.490, -1.382], [-3.262, -1.214, -3.384], [-2.630, -2.786, -2.851], [-1.595, -1.660, -3.761], [0.838, 0.002, -0.872], [2.469, 1.183, -3.809], [1.145, 1.399, -2.636], [1.813, -0.224, -2.932]], "forces_ev_per_a": [[0.2, 0.0, 0.1], [-0.4, -0.1, -0.1], [0.0, 0.0, -0.2], [0.2, 0.2, -0.1], [-0.3, -0.1, -0.1], [0.4, 0.1, 0.1], [0.2, 0.3, 0.6], [0.1, -0.3, -0.2], [0.1, 0.0, 0.5], [0.0, 0.2, -0.2], [-0.1, 0.1, 0.3], [0.0, 0.1, 0.0], [0.0, 0.0, -0.1], [-0.1, 0.1, 0.0], [0.1, -0.1, -0.1], [-0.2, 0.1, -0.1], [0.1, -0.3, 0.0], [0.4, -0.3, 0.1], [0.5, -0.6, -1.1], [-0.7, 0.2, 0.5], [0.0, 0.0, 0.5], [0.6, -0.2, -0.5], [-0.5, -0.1, 0.3], [-0.6, -0.3, -0.2], [0.1, 0.0, -0.2], [-0.1, 0.0, -0.1], [-0.1, 0.0, 0.1], [0.2, 0.0, 0.0], [0.1, 0.1, 0.5], [-0.4, 0.3, -0.2], [0.2, 0.0, 0.0], [-0.1, 0.0, -0.2], [0.2, 0.2, -0.1], [0.1, 0.1, 0.1], [0.3, 0.0, 0.3], [-0.2, 0.0, -0.1], [0.0, 0.0, 0.1], [0.0, 0.0, 0.0], [0.0, 0.0, 0.0], [0.1, 0.0, 0.0], [0.0, -0.1, 0.1], [-0.1, 0.2, -0.1], [0.1, -0.1, 0.1], [0.0, 0.0, -0.2], [0.1, 0.0, 0.0], [0.1, 0.0, 0.0], [0.0, 0.1, 0.0], [0.0, 0.1, 0.0], [0.0, 0.0, -0.1], [0.0, 0.0, -0.1], [-0.1, 0.0, 0.1], [-0.1, 0.0, 0.0], [-0.1, 0.0, -0.2], [0.2, -0.1, 0.0], [0.0, 0.0, 0.2], [0.1, 0.0, 0.1], [0.0, 0.0, 0.1], [-0.1, 0.0, 0.0], [-0.1, 0.0, -0.1], [-0.1, 0.0, 0.0], [-0.1, -0.1, 0.0], [0.0, 0.0, 0.0], [-0.1, 0.0, -0.1], [-0.1, 0.0, 0.0], [0.0, 0.0, 0.0], [0.0, 0.0, 0.0]], "total_charge": 0, "homo_energy_ev": -7.88, "e_above_lowest_kcal_mol": 37.5, "multiplicity": 1, "total_energy_ev": -44787.9319, "homo_lumo_gap_ev": 8.28, "lumo_ev": 0.39, "smiles": "COc1ccc([C@@H](C(=O)NC2CCCC2)N(C(=O)c2ccco2)c2ccccc2C(C)=O)cc1OC"}